DFT (wB97M-V/def2-TZVPD) results for one molecule with the formula Cl3HOSi.

```
6
Properties=species:S:1:pos:R:3:forces:R:3:nbo_charge:R:1
O 1.280 0.465 0.036 -3.569 -1.429 -2.830 -1.083
Si -0.222 -0.247 -0.086 0.383 4.885 -0.103 1.646
Cl -0.277 -1.261 -1.745 -0.015 -1.047 -1.079 -0.309
Cl -1.635 1.514 -0.443 1.544 -1.868 0.329 -0.456
Cl -1.010 -1.051 1.520 -0.127 -0.817 0.960 -0.316
H 1.865 0.580 0.718 1.784 0.275 2.723 0.517
```
Forces are in eV/Å.

Properties
HOMO ... -10.91 eV
E_tot ... -1746.0969 hartree
Energy relative to the best compared isomer or geometry (same formula, charge and spin) ... 12.2 kcal per mole
Kohn-Sham gap ... 11.12 eV
LUMO level ... 0.22 eV

---

DFT (wB97M-V/def2-TZVPD) results for an isolated ion of composition C3H7N2 and charge +1.

```
12
Properties=species:S:1:pos:R:3:forces:R:3:mulliken_spin:R:1
C 0.956 0.841 1.711 0.011 -0.532 3.171 1.116
C 0.329 1.026 0.598 0.010 1.765 -2.800 -0.026
C -0.170 -1.333 0.093 -1.487 1.337 2.154 -0.011
N -0.285 0.355 -1.580 -1.650 1.023 -4.160 0.345
N 0.167 0.049 -0.391 -0.825 -2.051 1.006 0.469
H 1.025 1.059 2.810 0.302 -0.009 -1.683 0.004
H -0.008 1.990 0.157 0.169 -0.250 0.822 0.069
H -0.980 -1.207 0.880 0.753 0.075 -0.953 0.010
H -0.598 -1.953 -0.648 0.136 -0.472 -1.131 0.006
H 0.610 -1.801 0.668 0.792 0.011 -0.391 0.017
H 0.107 1.093 -2.272 -0.386 -1.347 2.456 -0.004
H -1.152 -0.119 -2.027 2.175 0.452 1.510 0.005
```
Forces are in eV/Å.

Properties
HOMO (alpha / beta) ... -14.06 / -15.45 eV
E_tot ... -227.5620 hartree
Energy relative to the best compared isomer or geometry (same formula, charge and spin) ... 7.7 kcal per mole
Kohn-Sham gap (alpha / beta) ... 10.79 / 8.87 eV
Net charge ... +1
<S²> ... 2.041
Multiplicity ... 3
LUMO level (alpha / beta) ... -3.27 / -6.58 eV

---

DFT (wB97M-V/def2-TZVPD) results for a 2-piece molecular cluster, C10H9N3O2 overall.

```
24
Properties=species:S:1:pos:R:3:forces:R:3:nbo_charge:R:1
H -1.964 -2.165 2.867 0.758 2.605 -1.266 0.365
N -1.773 -1.149 2.498 -1.824 -2.330 2.508 -0.737
C -0.880 -0.996 1.660 0.916 1.715 -1.891 0.600
N -0.091 -1.889 0.930 -0.770 -1.071 0.723 -0.622
C 0.727 -1.229 0.018 -1.441 -0.221 2.220 0.171
C 1.699 -1.749 -0.724 1.572 -2.134 -1.450 -0.256
C 2.439 -0.907 -1.516 -0.927 1.795 0.001 -0.204
C 2.111 0.492 -1.603 0.994 -3.621 0.764 -0.230
C 1.120 0.977 -0.808 -2.649 0.459 0.791 -0.237
C 0.469 0.094 0.116 0.327 2.091 -1.026 0.116
N -0.498 0.354 1.117 1.792 1.176 -2.198 -0.429
C -0.824 1.765 1.412 -0.728 -0.613 0.754 0.027
C -0.550 3.094 1.112 2.092 -3.826 -1.272 -0.471
H -0.316 -2.908 0.894 0.328 1.660 0.139 0.422
H 1.820 -2.844 -0.678 0.291 0.603 -0.295 0.213
H 3.161 -1.262 -2.196 0.917 -0.535 -0.421 0.209
H 2.805 0.969 -2.229 0.004 1.473 -0.933 0.220
H 0.542 1.874 -1.078 0.998 0.188 0.638 0.226
H -1.580 1.616 2.141 -0.759 0.542 0.831 0.206
H -0.953 3.817 1.719 -1.611 1.123 1.508 0.206
H 0.230 3.574 0.502 -0.329 -1.082 -0.182 0.205
O -3.276 0.343 -1.779 -0.402 1.346 0.303 -0.510
C -2.523 -0.481 -2.052 -1.476 0.406 0.358 1.021
O -1.896 -1.390 -2.321 1.927 -1.748 -0.607 -0.511
```
Forces are in eV/Å.

Properties
HOMO ... -7.75 eV
E_tot ... -701.1647 hartree
Energy relative to the best compared isomer or geometry (same formula, charge and spin) ... 26.8 kcal per mole
Kohn-Sham gap ... 8.29 eV
LUMO level ... 0.54 eV

---

DFT (wB97M-V/def2-TZVPD) results for an isolated ion of composition CH2N3O2 and charge +1.

```
8
Properties=species:S:1:pos:R:3:forces:R:3:nbo_charge:R:1
O 0.470 -1.931 -0.087 0.604 -0.270 -0.579 -0.084
N 0.500 -0.757 -0.147 -3.519 0.337 1.761 0.376
C -0.748 0.115 0.003 -0.617 -1.304 -0.482 -0.050
O -0.144 1.362 -0.143 -1.645 1.686 -0.415 -0.159
N 1.124 1.327 -0.041 0.739 -4.590 0.058 0.394
N 1.521 0.018 0.018 2.760 3.569 -0.463 -0.090
H -1.627 -0.185 -0.649 1.359 0.816 0.169 0.317
H -1.096 0.051 1.047 0.320 -0.242 -0.049 0.297
```
Forces are in eV/Å.

Properties
HOMO (alpha / beta) ... -18.09 / -18.09 eV
E_tot ... -353.5250 hartree
Energy relative to the best compared isomer or geometry (same formula, charge and spin) ... 48.8 kcal per mole
Kohn-Sham gap (alpha / beta) ... 9.25 / 9.24 eV
Net charge ... +1
LUMO level (alpha / beta) ... -8.84 / -8.84 eV

---

Maximum force, record by record: 4.9; 4.6; 4.5; 4.6 eV/Å